C54H41ClFNO18 | ωB97M-V/def2-TZVPD

```
116
Properties=species:S:1:pos:R:3:forces:R:3:mulliken_charge:R:1
N 0.8939 0.6053 -0.9526 0.354 0.109 -0.069 -0.25
C 1.2356 1.9940 -0.8057 0.186 0.082 0.455 0.89
Cl 2.1443 2.1735 0.7891 -0.138 -0.008 -0.247 -0.23
C 2.0907 2.5815 -1.9347 0.020 0.008 -0.101 -0.74
C 1.1536 3.5610 -2.5985 -0.007 0.031 -0.115 0.57
O 1.0336 3.8463 -3.7513 0.263 0.183 0.254 -0.57
O 0.3924 4.0914 -1.5988 -0.431 -0.405 -0.062 -0.40
C 0.0122 2.9739 -0.7341 0.168 0.251 -0.073 -0.35
C -1.3492 2.4894 -1.2445 -0.188 -0.015 0.100 -0.84
C -1.9902 1.2424 -0.6369 -0.026 -0.017 0.019 0.41
F -1.8584 0.1324 -1.4799 -0.027 0.255 0.214 -0.32
H 1.2079 0.2566 -1.8538 -0.296 -0.067 0.054 0.05
H 1.3529 0.0533 -0.2390 -0.183 -0.003 -0.018 0.27
H 2.5217 1.8536 -2.6209 -0.175 -0.034 0.073 0.14
H 2.8968 3.1708 -1.4944 0.000 -0.016 -0.153 0.34
H -0.0840 3.3980 0.2643 -0.006 -0.152 -0.037 0.54
H -1.3405 2.3786 -2.3342 0.110 -0.065 0.103 0.27
H -2.0252 3.3275 -1.0333 0.108 -0.062 -0.153 0.37
H -1.5754 0.9938 0.3462 0.023 -0.063 -0.211 0.25
H -3.0660 1.4010 -0.5249 0.110 0.009 0.014 -0.35
O 1.2888 -1.2160 -3.3972 0.106 0.031 0.029 -0.61
C 2.2863 -1.8888 -3.5664 -0.028 -0.020 -0.045 0.48
C 2.3270 -3.3154 -3.1673 -0.005 -0.017 0.007 -0.46
C 3.4227 -4.0467 -3.3495 -0.020 0.046 -0.067 -0.41
C 4.6471 -3.4651 -3.9511 0.023 -0.025 0.020 0.31
O 5.6508 -4.1297 -4.0965 0.015 0.007 0.012 -0.58
C 4.6046 -2.0364 -4.3566 -0.024 0.025 -0.006 -0.47
C 3.5073 -1.3063 -4.1793 0.031 -0.002 0.001 -0.32
H 1.4287 -3.7201 -2.7190 -0.003 0.009 0.005 0.50
H 3.4688 -5.0883 -3.0657 -0.015 -0.020 0.010 0.61
H 5.5087 -1.6355 -4.7968 0.009 -0.023 -0.003 0.43
H 3.4473 -0.2647 -4.4702 -0.025 -0.001 0.000 0.48
O -7.8216 -2.3351 -3.2467 -0.010 -0.011 -0.012 -0.55
C -7.3049 -1.5352 -2.4994 0.001 0.000 0.002 0.33
C -7.0925 -0.1229 -2.9100 0.012 0.031 0.012 -0.33
C -6.5246 0.7555 -2.0889 -0.011 -0.003 -0.020 -0.49
C -6.0813 0.3606 -0.7298 0.003 -0.025 -0.002 0.53
O -5.5661 1.1626 0.0224 0.022 0.057 -0.054 -0.46
C -6.2905 -1.0481 -0.3178 -0.011 -0.031 -0.006 -0.45
C -6.8591 -1.9273 -1.1377 0.013 0.011 0.028 -0.36
H -7.4235 0.1390 -3.9067 -0.007 -0.023 -0.006 0.42
H -6.3559 1.7886 -2.3658 0.012 0.004 0.016 0.50
H -5.9553 -1.3089 0.6780 0.010 0.024 0.004 0.47
H -7.0241 -2.9608 -0.8616 -0.009 -0.006 -0.021 0.42
O -5.0821 2.0556 4.3146 0.017 -0.013 0.001 -0.57
C -6.2606 1.8986 4.0813 -0.004 0.020 0.005 0.25
C -6.8239 2.1524 2.7318 -0.060 -0.025 0.014 -0.40
C -8.1170 1.9674 2.4821 0.042 -0.039 -0.025 0.00
C -9.0514 1.5070 3.5342 -0.018 0.010 0.007 0.18
O -10.2314 1.3402 3.3064 -0.006 -0.002 -0.003 -0.57
C -8.4894 1.2569 4.8865 0.031 -0.005 0.020 -0.38
C -7.1965 1.4375 5.1399 -0.036 -0.001 0.007 -0.40
H -6.1291 2.4897 1.9775 0.047 -0.003 0.017 0.50
H -8.5518 2.1477 1.5060 -0.016 -0.004 0.006 0.52
H -9.1911 0.9224 5.6401 -0.019 0.000 -0.016 0.42
H -6.7628 1.2607 6.1160 0.022 0.011 -0.007 0.42
O 2.3250 -5.9459 -0.9630 0.068 0.011 -0.044 -0.52
C 3.1417 -6.3388 -0.1553 -0.039 -0.025 0.066 0.57
C 2.7147 -7.1326 1.0263 0.027 -0.017 0.032 -0.48
C 3.5947 -7.5711 1.9221 -0.029 0.002 0.005 -0.49
C 5.0426 -7.2832 1.7738 0.019 -0.007 0.004 0.34
O 5.8553 -7.6846 2.5801 0.018 -0.013 0.001 -0.54
C 5.4685 -6.4868 0.5984 -0.043 -0.015 -0.044 -0.15
C 4.5906 -6.0497 -0.2995 -0.024 0.004 -0.008 -0.41
H 1.6533 -7.3284 1.1083 -0.007 0.014 -0.024 0.42
H 3.3066 -8.1514 2.7894 0.017 0.001 0.006 0.41
H 6.5263 -6.2792 0.5203 -0.041 0.117 -0.019 0.29
H 4.8956 -5.4687 -1.1609 -0.022 0.004 -0.007 0.56
O -9.6581 7.1319 -1.8101 0.007 0.029 -0.009 -0.57
C -9.0950 6.6707 -0.8403 -0.003 -0.008 -0.001 0.30
C -7.9513 5.7366 -0.9842 -0.039 -0.038 0.040 -0.30
C -7.3245 5.2497 0.0824 -0.012 -0.025 -0.031 -0.22
C -7.7442 5.6136 1.4573 0.034 -0.069 -0.054 0.37
O -7.1658 5.1654 2.4238 -0.017 0.083 0.087 -0.55
C -8.8982 6.5364 1.6036 -0.003 0.039 -0.011 -0.45
C -9.5221 7.0294 0.5373 0.007 -0.015 0.032 -0.45
H -7.6553 5.4922 -1.9952 0.008 0.034 -0.015 0.38
H -6.4797 4.5764 0.0028 0.018 0.015 0.015 0.61
H -9.1897 6.7816 2.6170 0.015 -0.014 0.008 0.43
H -10.3622 7.7080 0.6146 -0.007 -0.005 -0.025 0.44
O -4.0771 11.6980 -3.8050 0.004 0.023 -0.005 -0.54
C -4.3358 10.5786 -3.4227 0.006 -0.010 -0.002 0.33
C -3.5096 9.4135 -3.8305 -0.004 -0.028 0.005 -0.37
C -3.7957 8.1842 -3.4113 0.024 0.012 -0.009 -0.41
C -4.9513 7.9266 -2.5169 0.014 0.006 -0.011 0.38
O -5.2119 6.8056 -2.1333 0.001 -0.029 -0.014 -0.43
C -5.7780 9.0896 -2.1086 -0.007 0.025 -0.005 -0.22
C -5.4931 10.3187 -2.5280 -0.020 -0.021 0.017 -0.40
H -2.6718 9.6275 -4.4816 -0.004 0.021 -0.001 0.40
H -3.2084 7.3196 -3.6936 -0.007 -0.013 0.014 0.45
H -6.6179 8.8759 -1.4594 0.001 -0.021 -0.002 0.42
H -6.0810 11.1827 -2.2460 0.012 0.015 -0.014 0.42
O 8.3155 -4.6823 0.3761 0.023 -0.144 0.017 -0.59
C 9.3142 -5.3761 0.3127 0.052 0.038 -0.128 0.49
C 9.2957 -6.8029 0.7199 -0.011 -0.003 0.019 0.06
C 10.3934 -7.5508 0.6595 -0.007 0.032 0.011 -0.63
C 11.6828 -6.9893 0.1799 -0.004 -0.001 -0.005 0.31
O 12.6801 -7.6714 0.1167 0.018 -0.015 -0.007 -0.55
C 11.6978 -5.5603 -0.2257 -0.013 0.035 0.018 -0.38
C 10.5992 -4.8135 -0.1644 0.038 -0.007 -0.011 -0.45
H 8.3536 -7.1945 1.0826 0.010 -0.015 0.043 0.38
H 10.4062 -8.5917 0.9559 0.021 0.001 0.006 0.45
H 12.6485 -5.1720 -0.5675 0.013 -0.020 0.008 0.43
H 10.5862 -3.7695 -0.4499 -0.027 -0.001 -0.005 0.44
O 11.2084 -5.3805 4.0301 0.006 -0.001 -0.006 -0.53
C 10.2248 -4.9143 4.5661 0.026 -0.021 -0.024 0.29
C 10.1946 -4.6364 6.0235 -0.018 0.009 0.027 -0.46
C 9.1108 -4.1275 6.6031 0.034 -0.014 -0.011 -0.40
C 7.8878 -3.8151 5.8180 -0.001 -0.004 -0.001 0.27
O 6.9030 -3.3512 6.3491 -0.011 0.005 0.011 -0.54
C 7.9209 -4.0934 4.3599 0.011 -0.008 -0.003 -0.32
C 9.0056 -4.6020 3.7836 -0.046 0.012 0.072 0.06
H 11.0961 -4.8717 6.5747 0.010 -0.007 -0.017 0.42
H 9.0617 -3.9162 7.6637 -0.023 0.009 -0.002 0.41
H 7.0211 -3.8611 3.8044 -0.006 0.007 0.016 0.46
H 9.0499 -4.8132 2.7267 -0.020 0.026 0.012 0.37
```
Positions in Å, forces in eV/Å.

LUMO energy: -1.812 eV
Frontier orbital gap: 8.01 eV
Strongest force on any atom: 0.59 eV/A
Total charge: 0
Highest occupied orbital energy: -9.8 eV
E: -110238.613 eV
SMILES: N[C@@]1(Cl)CC(=O)O[C@H]1CCF.O=C1C=CC(=O)C=C1.O=C1C=CC(=O)C=C1.O=C1C=CC(=O)C=C1.O=C1C=CC(=O)C=C1.O=C1C=CC(=O)C=C1.O=C1C=CC(=O)C=C1.O=C1C=CC(=O)C=C1.O=C1C=CC(=O)C=C1